DFT (ωB97M-V/def2-TZVPD) results for one molecule with the formula C4H4O.

Geometry as XYZ:
```
9
Properties=species:S:1:pos:R:3:forces:R:3
C 1.54938 0.45380 0.57548 0.383 -0.774 0.077
C 0.88163 -0.50139 0.24900 0.552 0.508 0.178
C -0.40450 -0.94552 -0.29124 -0.211 0.375 0.103
C -0.87532 0.53881 -0.21204 -0.828 -0.161 -0.040
O -1.47957 0.99607 0.72406 -0.051 -0.329 -0.704
H 2.12928 1.27252 0.92887 0.195 -0.110 -0.005
H -0.32570 -1.38528 -1.29680 -0.068 0.333 0.317
H -1.00766 -1.57914 0.36548 0.272 0.137 -0.036
H -0.46755 1.15012 -1.04281 -0.243 0.020 0.111
```
Positions in Å, forces in eV/Å.

- SMILES = C#CCC=O
- HOMO (hartree) = -0.3565
- LUMO (eV) = 0.908
- gap between HOMO and LUMO (hartree) = 0.3899

Löwdin atomic charge list, values in e, 6 entries: 0.131 -0.144 -0.124 -0.319 0.042 0.050



DFT (ωB97M-V/def2-TZVPD) results for a 2-piece molecular cluster, C14H24F4N4O5P2S overall in a non-equilibrium geometry.

Geometry as XYZ:
```
54
Properties=species:S:1:pos:R:3:forces:R:3
C -3.08456 -1.92475 4.10440 0.210 0.055 -0.206
C -2.42579 -1.81255 2.95849 -0.378 -0.202 0.278
C -2.51981 -0.60618 2.04496 -0.254 0.401 0.258
C -3.96428 -0.09573 1.79481 0.056 -0.215 -0.110
F -4.24420 0.84936 2.72329 -0.003 0.004 0.138
F -4.85252 -1.09961 1.96746 -0.091 0.044 -0.135
C -4.18579 0.52895 0.39505 0.153 0.159 0.023
F -5.19189 1.41097 0.46669 -0.217 0.014 -0.019
F -4.54044 -0.46330 -0.45906 0.076 -0.056 -0.085
C -1.68634 0.52591 2.59926 0.434 -0.202 -0.129
N -0.29868 0.05006 2.24019 -0.577 0.629 -0.616
P 0.66679 1.50150 2.36733 0.161 -0.012 0.241
O 0.38065 2.17761 3.63523 0.028 -0.067 0.020
C -0.46718 -0.68036 1.08482 0.531 0.078 -0.048
N 0.51420 -1.15648 0.35255 0.076 -0.427 0.200
C 0.37197 -1.58791 -1.07131 -0.182 0.382 -0.048
C 1.31598 -0.78879 -1.94579 -0.276 -0.416 -0.406
C 0.92073 0.65285 -2.11385 0.304 0.167 -0.082
O 0.65986 1.23858 -0.79608 -0.197 0.101 -0.094
C 0.18405 2.52054 -0.87345 0.023 -0.198 -0.454
C 1.19673 3.56053 -1.22451 -0.049 0.102 -0.339
O -0.96833 2.72743 -0.60257 -0.110 0.128 0.187
P 2.17922 -1.36850 0.90575 -0.242 -0.246 0.148
S 2.98610 -3.01769 0.42681 0.020 -0.014 -0.055
N -1.79139 -0.85309 0.79033 0.021 -0.899 0.235
N -2.14405 -2.11648 0.18242 0.004 0.230 -0.115
H -2.96044 -2.79621 4.73163 0.040 -0.011 -0.008
H -3.75934 -1.15803 4.46486 -0.038 0.002 -0.034
H -1.76016 -2.59960 2.62325 0.011 -0.025 0.040
H -3.29666 1.02750 0.00629 0.035 0.060 0.027
H -1.87739 1.44423 2.03432 -0.117 0.137 0.214
H -1.79368 0.67525 3.66513 0.031 0.040 -0.014
H 1.97482 1.06345 2.17808 0.105 -0.066 -0.094
H 0.29946 2.17285 1.20509 0.044 0.060 0.393
H -0.63301 -1.37449 -1.41597 -0.049 0.033 0.146
H 0.54272 -2.65934 -1.11929 0.069 0.005 -0.015
H 2.38028 -0.89143 -1.73538 -0.027 0.031 0.104
H 1.21508 -1.22980 -2.94043 0.258 0.013 -0.042
H 0.00645 0.74389 -2.70826 -0.089 0.015 0.116
H 1.74912 1.16825 -2.60283 0.014 -0.080 -0.079
H 0.75076 4.27184 -1.91777 0.003 0.058 0.064
H 1.46243 4.10551 -0.31708 0.021 -0.016 0.033
H 2.08731 3.12710 -1.67236 0.057 0.004 0.062
H 2.73485 -0.16441 0.46283 0.132 0.026 0.038
H 1.92321 -1.19462 2.26676 0.064 0.191 0.132
H -2.31821 -1.93158 -0.80018 -0.160 -0.014 0.042
H -3.05112 -2.35632 0.57583 0.040 -0.140 -0.024
C 5.47552 -0.73287 -4.27332 -0.038 0.001 0.018
C 4.49462 0.40156 -3.94029 -0.064 0.159 0.031
O 3.49249 0.09464 -3.22114 0.094 -0.067 0.082
O 4.75128 1.52502 -4.39408 0.030 0.014 -0.002
H 5.16580 -1.67855 -3.83022 -0.007 0.002 0.001
H 5.54484 -0.84233 -5.35638 0.015 0.012 -0.002
H 6.46904 -0.46794 -3.90889 0.005 0.011 -0.019
```
Positions in Å, forces in eV/Å.

- HOMO (hartree) = -0.2541
- LUMO (eV) = -0.962
- gap between HOMO and LUMO (hartree) = 0.2187

Löwdin atomic charge list, values in e, 6 entries: 0.078 -0.083 -0.317 -0.399 0.129 0.129



DFT (ωB97M-V/def2-TZVPD) results for C7H5LiO3Rb as an isolated structure in a non-equilibrium geometry.

Geometry as XYZ:
```
17
Properties=species:S:1:pos:R:3:forces:R:3
O 1.31761 -3.93610 1.79264 1.106 2.230 -0.682
C 1.57172 -2.80517 1.34946 -1.596 -2.607 0.673
C 1.65410 -1.66157 0.87589 -0.207 2.522 -1.336
C 1.56132 -0.44247 0.11615 1.137 -1.548 1.461
C 1.13530 0.78889 0.65312 2.125 1.172 0.858
O 1.73196 1.96029 0.34751 -1.339 -1.672 -0.016
Li 2.45559 3.18660 1.36421 -0.209 -0.230 -0.379
H 2.25663 -0.35949 -0.73536 -0.758 0.004 -0.068
H 0.62056 0.76559 1.62738 -0.435 -0.024 -0.637
C -3.14633 -0.63225 -0.48843 0.171 -0.065 0.269
C -2.09366 0.18048 -0.33024 -0.479 0.090 -0.766
C -0.74925 -0.06399 -0.93919 0.236 3.189 -4.153
O -0.55642 0.61392 -2.03328 0.067 -2.020 3.129
Rb 1.65479 3.14398 -2.45792 -0.335 -0.471 0.437
H -3.14747 -1.38370 -1.28326 0.301 -0.441 0.811
H -4.00822 -0.58643 0.18092 -0.175 0.501 -0.729
H -2.25824 1.23141 -0.03961 0.390 -0.630 1.128
```
Positions in Å, forces in eV/Å.

- net charge = -1
- HOMO (alpha / beta) (hartree) = -0.0460 / -0.0452
- LUMO (alpha / beta) (eV) = 1.430 / 1.430
- gap between HOMO and LUMO (alpha / beta) (hartree) = 0.0985 / 0.0978

Löwdin atomic charge list, values in e, 6 entries: -0.075 -0.339 -0.073 -0.152 -0.334 -0.464



DFT (ωB97M-V/def2-TZVPD) results for C32H44AsCl5CoO8PS2 as an isolated structure in a non-equilibrium geometry.

Geometry as XYZ:
```
94
Properties=species:S:1:pos:R:3:forces:R:3
Co 1.25418 -0.03490 -0.12862 0.357 -1.877 -0.585
O 1.47259 2.53360 2.04467 0.027 -0.083 -0.035
As 1.72775 0.96426 2.79056 -0.269 0.155 0.249
O 0.99995 0.91501 4.24847 0.062 -0.140 -0.100
O 0.94834 -0.11595 1.70441 0.168 0.447 -0.478
C 3.65142 0.84429 3.03951 0.076 0.066 -0.218
C 3.99267 0.97369 4.38157 -0.020 -0.059 -0.005
C 5.32505 1.08332 4.75878 0.005 -0.035 0.061
C 6.32219 1.06032 3.80147 0.035 0.003 -0.018
C 5.99375 0.91371 2.46027 -0.058 -0.007 -0.031
C 4.66726 0.81562 2.07668 -0.060 0.009 0.081
S 4.33162 0.67294 0.33140 -0.034 -0.140 0.262
O 3.96451 1.97444 -0.14475 0.035 -0.018 -0.026
O 5.46534 0.03698 -0.27719 0.006 -0.086 0.071
O 3.15251 -0.28374 0.39651 -0.254 0.664 -0.675
H 1.26294 3.14587 2.76250 -0.032 0.035 -0.010
H 3.19761 0.98692 5.11666 0.018 0.025 0.014
H 5.57899 1.18341 5.80592 -0.014 0.008 0.004
H 7.35984 1.15274 4.09473 0.004 -0.022 -0.010
H 6.75484 0.86450 1.69337 0.030 0.010 0.020
Cl 2.78690 4.11107 -5.95186 -0.014 -0.009 0.023
C 2.42949 3.37492 -4.43552 0.041 -0.048 -0.052
C 2.27462 1.99683 -4.34492 0.022 -0.006 -0.028
Cl 2.45678 0.99795 -5.73625 0.017 0.008 0.015
C 1.96508 1.42418 -3.12188 -0.016 0.020 -0.054
Cl 1.88587 -0.29171 -2.91770 -0.180 -0.042 0.177
C 1.73669 2.18299 -1.96686 0.312 -0.354 0.204
O 1.32592 1.64642 -0.86060 -0.492 0.846 0.561
C 1.99515 3.56343 -2.05707 -0.006 0.102 -0.028
Cl 1.93941 4.49303 -0.61454 -0.068 -0.032 -0.054
C 2.31590 4.14537 -3.27673 -0.037 0.041 0.086
Cl 2.57596 5.84437 -3.36105 0.002 -0.010 -0.011
C -3.34032 -1.44203 3.26009 0.069 0.028 -0.004
C -2.60358 -2.55578 2.49465 -0.027 0.056 -0.010
C -1.54411 -1.97635 1.54888 -0.126 -0.094 -0.016
C -2.06159 -0.67112 0.93223 0.273 -0.071 0.233
C -2.13458 0.40790 2.03940 -0.103 -0.095 0.006
C -2.44409 -0.21537 3.41055 -0.019 -0.088 -0.047
P -1.07455 -0.15177 -0.52432 0.071 0.437 -0.116
C -1.72162 1.50111 -1.06942 0.003 0.037 0.063
C -3.24481 1.52009 -1.34864 0.067 0.020 -0.022
C -3.80575 2.94945 -1.41380 0.021 -0.007 -0.078
C -2.76173 3.90278 -1.97066 -0.023 0.042 0.086
C -1.58435 4.00543 -0.99210 -0.032 -0.073 0.035
C -1.37438 2.71026 -0.18482 0.028 0.016 0.002
C -1.59662 -1.25830 -1.94396 0.117 -0.151 0.100
C -3.12087 -1.57701 -1.98959 0.037 -0.035 0.018
C -3.43319 -3.03309 -1.65534 0.016 0.010 -0.070
C -2.81031 -3.98160 -2.68441 0.018 0.023 0.020
C -1.44977 -3.45453 -3.16647 -0.028 0.019 0.060
C -0.80372 -2.57012 -2.10390 -0.011 0.029 -0.085
H -3.66371 -1.80744 4.23542 -0.033 0.005 -0.006
H -4.24648 -1.15453 2.71747 -0.026 -0.006 0.016
H -3.32316 -3.14800 1.92210 0.001 -0.032 0.016
H -2.12114 -3.23777 3.19937 0.003 0.000 -0.012
H -1.28363 -2.71307 0.78643 0.039 0.005 -0.007
H -0.63541 -1.73286 2.09238 0.105 -0.048 0.007
H -3.07108 -0.85640 0.55506 0.007 0.010 -0.060
H -2.91507 1.12686 1.78533 -0.011 0.018 -0.034
H -1.19076 0.94198 2.10561 0.006 0.118 -0.032
H -2.92177 0.53299 4.04333 0.032 0.018 0.022
H -1.51115 -0.49082 3.90803 0.012 0.028 0.006
H -1.18938 1.64321 -2.01919 0.024 -0.013 -0.006
H -3.78086 0.97551 -0.56886 -0.016 -0.046 -0.006
H -3.44640 1.02585 -2.29893 -0.024 -0.065 0.005
H -4.10411 3.28608 -0.41737 -0.006 -0.003 0.003
H -4.70557 2.94997 -2.03173 -0.033 -0.006 0.050
H -3.19366 4.88995 -2.14036 0.020 -0.001 -0.063
H -2.42152 3.53609 -2.94416 -0.005 0.008 -0.010
H -1.76776 4.82074 -0.28877 0.054 0.016 -0.001
H -0.67949 4.25974 -1.53786 0.129 0.018 -0.021
H -2.03349 2.72612 0.68214 -0.048 -0.061 0.011
H -0.35490 2.65979 0.18782 -0.004 0.035 0.026
H -1.34052 -0.63866 -2.81011 -0.031 0.033 -0.018
H -3.48592 -1.36729 -2.99886 0.003 0.028 -0.004
H -3.68898 -0.93877 -1.32568 -0.070 0.070 -0.027
H -4.51564 -3.17070 -1.63386 -0.003 0.004 0.068
H -3.07026 -3.26406 -0.64961 0.002 0.004 0.000
H -3.48590 -4.09463 -3.53458 -0.005 -0.028 0.002
H -2.69200 -4.97301 -2.24170 -0.018 -0.013 -0.019
H -1.56226 -2.87655 -4.08825 -0.010 -0.006 -0.009
H -0.78772 -4.28972 -3.40141 0.018 0.026 -0.054
H 0.22217 -2.35018 -2.37369 0.076 0.031 0.008
H -0.76174 -3.11783 -1.16282 0.008 0.003 0.022
C 2.00192 -3.13235 2.00444 -0.074 0.082 0.009
S 2.47818 -2.87580 0.30432 0.137 0.142 -0.209
C 2.04193 -4.49187 -0.31987 -0.082 0.047 -0.036
O 1.36896 -2.02233 -0.34264 -0.155 0.070 0.764
H 2.73802 -3.79157 2.46349 0.027 -0.004 -0.033
H 1.00582 -3.56716 2.03893 -0.068 0.005 0.050
H 2.01065 -2.15762 2.48695 -0.007 -0.020 -0.016
H 2.56658 -5.24807 0.26153 0.034 0.006 -0.001
H 2.35311 -4.54163 -1.36094 -0.009 0.007 -0.005
H 0.96292 -4.61005 -0.23911 -0.015 -0.063 0.026
```
Positions in Å, forces in eV/Å.

- HOMO (alpha / beta) (hartree) = -0.2925 / -0.2923
- LUMO (alpha / beta) (eV) = -1.338 / -1.173
- gap between HOMO and LUMO (alpha / beta) (hartree) = 0.2433 / 0.2492

Löwdin atomic charge list, values in e, 6 entries: 0.492 -0.240 0.950 -0.438 -0.474 -0.225